{"formula": "C2H5IN2", "method": "ωB97M-V with the def2-TZVPD basis set", "species": ["C", "C", "N", "N", "I", "H", "H", "H", "H", "H"], "xyz": [[0.4545, 1.2427, -0.1622], [-0.3226, 0.1188, 0.3131], [0.3385, -2.1024, 0.1217], [-0.1706, -1.0856, -0.4220], [-2.3969, 0.3388, 0.0335], [0.0594, 1.3982, -1.1839], [0.2618, 2.0109, 0.6318], [1.5414, 0.9904, -0.2590], [-0.0766, 0.0300, 1.5376], [0.3111, -2.9418, -0.6105]], "total_energy_ha": -486.32079, "charge": 0, "homo_lumo_gap_ha": 0.3453, "relative_energy_kcal_mol": 22.8, "fmax_ev_per_a": 5.72}

{"formula": "C6H12O3", "method": "ωB97M-V with the def2-TZVPD basis set", "species": ["C", "C", "C", "O", "O", "H", "H", "H", "H", "H", "H", "C", "C", "C", "O", "H", "H", "H", "H", "H", "H"], "xyz": [[-0.4654, 0.8873, 1.9657], [1.3833, -1.7993, 0.0883], [0.1290, -1.0122, 0.3941], [0.5984, 0.3180, 1.2100], [-0.8857, -1.5630, 0.7970], [-1.2173, 1.2585, 1.2594], [-1.0706, 0.2617, 2.6198], [0.0558, 1.5174, 2.6906], [2.1659, -1.1729, -0.3316], [1.7218, -2.2460, 1.0250], [1.1460, -2.5913, -0.6179], [-1.8638, 0.0945, -1.4318], [1.2023, 1.4672, -0.3156], [-0.4091, -0.3209, -1.3737], [0.2484, -0.5793, -2.3402], [-2.3460, -0.3575, -2.3006], [-1.9139, 1.1822, -1.5264], [-2.3825, -0.2017, -0.5231], [1.7527, 0.8923, -1.0456], [1.8210, 1.9618, 0.4174], [0.3295, 2.0032, -0.6609]], "total_energy_ha": -461.33394, "charge": 0, "homo_lumo_gap_ha": [0.2185, 0.2186], "relative_energy_kcal_mol": 145.6, "fmax_ev_per_a": 3.30}

{"formula": "C3H4N2O", "method": "ωB97M-V with the def2-TZVPD basis set", "species": ["N", "C", "C", "N", "C", "O", "H", "H", "H", "H"], "xyz": [[-0.5876, 1.6056, -0.6049], [-0.1211, 0.3769, -0.1615], [-0.5023, -0.9188, -0.2727], [0.3618, -1.7273, 0.4448], [1.2143, -0.8940, 0.9408], [1.0063, 0.3922, 0.6213], [-1.3914, 1.9574, -0.0899], [-0.7310, 1.6337, -1.6057], [-1.3202, -1.3351, -0.8435], [2.0711, -1.0907, 1.5712]], "total_energy_ha": -301.45308, "charge": 0, "smiles": "Nc1cnco1", "homo_lumo_gap_ha": 0.3694, "relative_energy_kcal_mol": 21.4, "fmax_ev_per_a": 0.44}

{"formula": "CH6N3", "method": "ωB97M-V with the def2-TZVPD basis set", "species": ["C", "N", "N", "N", "H", "H", "H", "H", "H", "H"], "xyz": [[-1.0032, -0.4942, -0.0179], [-1.3083, 0.7473, -0.0288], [0.3338, -0.8185, 0.0558], [1.4012, 0.4785, -0.1029], [-1.7701, -1.3335, 0.0056], [-2.1811, 1.0950, 0.2721], [0.8065, -1.7075, 0.0890], [2.1846, -0.0867, -0.4683], [1.7334, 0.6967, 0.9004], [-0.5741, 1.3839, -0.0721]], "total_energy_ha": -205.65905, "charge": 1, "smiles": "N/C=[NH+]\\N", "homo_lumo_gap_ha": 0.4321, "relative_energy_kcal_mol": 61.7, "fmax_ev_per_a": 4.48}

{"formula": "C14H14O2", "method": "ωB97M-V with the def2-TZVPD basis set", "species": ["C", "C", "C", "C", "C", "C", "C", "O", "C", "C", "C", "C", "C", "C", "C", "O", "H", "H", "H", "H", "H", "H", "H", "H", "H", "H", "H", "H", "H", "H"], "xyz": [[-3.5980, -1.0693, 2.3696], [-2.5549, -0.6434, 1.1750], [-1.6425, 0.6245, 1.6857], [-1.6651, -1.9132, 0.5817], [-0.5090, -1.2447, -0.3996], [-1.0486, -0.3646, -1.5126], [0.0113, 0.3911, -2.5177], [-0.3424, 0.7194, -3.7651], [1.5022, 0.7512, -1.8513], [2.3342, 2.0597, -2.3893], [3.7825, 2.3901, -1.6604], [4.3894, 1.4469, -0.4357], [3.5448, 0.1295, 0.1071], [2.0988, -0.2049, -0.6211], [1.1265, -1.4963, -0.2095], [1.6533, -2.6754, 0.2092], [-3.4520, -2.1781, 2.7240], [-3.4066, -0.3204, 3.2764], [-4.7393, -0.9428, 2.0852], [-3.2181, -0.2578, 0.2656], [-1.5131, 1.3412, 0.7400], [-0.5361, 0.3286, 1.9962], [-2.1480, 1.2894, 2.5138], [-2.3311, -2.7190, 0.0491], [-1.0978, -2.4402, 1.4790], [-2.2015, -0.2006, -1.6845], [1.8416, 2.7133, -3.2382], [4.3591, 3.3508, -2.0632], [5.4314, 1.6780, 0.0949], [3.9290, -0.5430, 0.9957]], "total_energy_ha": -691.84295, "charge": 0, "smiles": "CC(C)CC1=CC(=O)c2ccccc2C1=O", "homo_lumo_gap_ha": 0.2715, "relative_energy_kcal_mol": 177.0, "fmax_ev_per_a": 8.76}

{"formula": "C19H25ClCoIN4O", "method": "ωB97M-V with the def2-TZVPD basis set", "species": ["C", "I", "H", "H", "H", "C", "C", "N", "C", "N", "H", "H", "C", "C", "N", "H", "N", "H", "Co", "C", "O", "C", "C", "H", "H", "H", "C", "H", "H", "H", "C", "H", "H", "H", "C", "H", "H", "H", "Cl", "C", "C", "C", "C", "C", "C", "C", "H", "H", "H", "H", "H", "H"], "xyz": [[0.1242, -0.5652, -4.5311], [0.0162, -2.0295, -2.7705], [1.1807, -0.4220, -4.7565], [-0.3835, 0.3675, -4.3207], [-0.2996, -1.0898, -5.3880], [-1.8276, -3.7287, 1.3139], [-0.7048, -4.3689, 0.8979], [0.0703, -3.4339, 0.2205], [-0.5924, -2.2598, 0.1009], [-1.7375, -2.4331, 0.8357], [-2.6410, -4.0461, 1.9503], [-0.4711, -5.4071, 1.0159], [0.0687, 3.6114, -0.7276], [-0.1635, 1.4879, -1.4682], [-0.7135, 2.4737, -0.6666], [1.7825, 4.0902, -2.0234], [0.8082, 2.1647, -2.2123], [-0.0622, 4.4412, -0.0567], [0.0177, -0.6394, -0.9759], [-1.0938, 0.3703, -2.1298], [-2.2611, 0.5219, -2.4618], [0.9842, 3.4361, -1.7018], [1.9343, 1.5683, -2.9069], [2.8284, 1.6009, -2.2585], [2.1466, 2.1325, -3.8279], [1.7222, 0.5281, -3.1441], [-1.6452, 2.2812, 0.4253], [-1.9681, 3.2666, 0.7753], [-1.1486, 1.8171, 1.2870], [-2.5056, 1.6789, 0.1236], [-2.6151, -1.4027, 1.3743], [-3.4412, -1.9170, 1.9088], [-3.0145, -0.7643, 0.5630], [-2.0559, -0.7829, 2.1117], [1.4430, -3.6259, -0.2195], [1.4816, -4.5543, -0.7878], [2.1679, -3.6209, 0.6125], [1.7089, -2.8056, -0.9009], [0.5312, -1.9307, 3.0342], [0.3860, -0.2245, 2.7799], [-0.1408, 0.4743, 3.8664], [0.0760, 1.8488, 3.9828], [0.7746, 2.5082, 2.9764], [1.1709, 1.8293, 1.8232], [0.9286, 0.4465, 1.6513], [1.3849, -0.2680, 0.4278], [-0.6495, -0.0876, 4.6509], [-0.2690, 2.3669, 4.8724], [1.0027, 3.5684, 3.0772], [1.6872, 2.3834, 1.0319], [2.0833, 0.3373, -0.1725], [1.8945, -1.1934, 0.7180]], "spin_multiplicity": 5, "total_energy_ha": -3173.55451, "charge": -2, "homo_lumo_gap_ha": [0.0757, 0.1747], "fmax_ev_per_a": 5.37, "s_squared": 6.060}

{"formula": "C32H64O12", "method": "ωB97M-V with the def2-TZVPD basis set", "species": ["O", "C", "O", "C", "C", "C", "H", "H", "H", "H", "H", "H", "H", "H", "O", "C", "O", "C", "C", "C", "H", "H", "H", "H", "H", "H", "H", "H", "C", "C", "O", "C", "H", "H", "H", "H", "H", "H", "C", "C", "O", "C", "H", "H", "H", "H", "H", "H", "C", "C", "O", "C", "H", "H", "H", "H", "H", "H", "C", "C", "O", "C", "H", "H", "H", "H", "H", "H", "C", "C", "O", "C", "H", "H", "H", "H", "H", "H", "C", "C", "O", "C", "H", "H", "H", "H", "H", "H", "C", "C", "O", "C", "H", "H", "H", "H", "H", "H", "C", "C", "O", "C", "H", "H", "H", "H", "H", "H"], "xyz": [[20.4100, 32.2760, 40.2950], [21.2480, 33.1320, 40.7350], [22.1040, 33.0400, 41.6980], [22.1390, 31.7310, 42.3770], [23.1160, 31.7920, 43.5970], [21.1970, 34.5530, 40.0460], [22.2820, 31.0210, 41.6470], [21.1420, 31.5320, 42.6860], [24.2380, 31.5830, 42.9670], [23.0570, 30.8670, 44.1300], [23.1270, 32.6860, 44.3740], [22.2450, 34.6360, 39.8250], [20.8600, 35.0780, 40.8400], [20.3780, 34.6350, 39.2570], [21.1180, 27.6900, 53.7040], [20.1130, 27.4540, 53.0810], [19.9810, 27.3270, 51.6840], [21.2090, 27.1000, 50.8850], [20.6800, 26.8530, 49.4070], [18.8560, 27.1510, 53.7550], [21.7550, 26.3880, 51.5390], [21.8200, 28.1390, 50.8560], [20.3000, 25.9180, 49.1520], [21.6490, 26.9190, 48.9220], [20.0960, 27.6860, 48.7090], [18.3220, 28.0360, 54.1200], [19.1440, 26.8050, 54.7810], [18.1950, 26.4770, 53.0980], [20.8980, 36.1070, 46.3310], [21.2700, 37.1630, 47.3650], [21.0690, 37.0580, 48.6650], [21.8800, 38.4670, 46.8680], [20.4970, 35.1980, 46.7470], [21.7400, 35.6270, 45.8910], [20.2870, 36.5520, 45.5880], [21.9590, 39.2210, 47.4890], [21.4550, 38.8130, 46.2250], [22.8860, 38.3530, 46.9720], [24.3160, 27.5070, 47.0150], [25.5610, 27.8580, 46.1340], [26.1450, 29.0680, 46.1450], [26.0490, 26.7690, 45.2460], [24.6380, 27.6720, 48.1710], [23.8340, 26.4340, 46.8130], [23.5760, 28.3290, 46.8050], [25.2460, 26.2950, 44.5140], [26.3680, 25.8610, 45.6200], [26.9240, 27.2610, 44.9260], [23.4190, 34.2560, 50.0610], [24.3440, 35.0880, 49.0870], [24.7120, 34.6050, 47.9460], [24.8640, 36.3160, 49.7040], [22.4120, 34.6770, 50.0730], [24.0400, 34.0670, 50.9220], [23.2870, 33.3260, 49.4300], [23.9900, 36.8030, 49.9450], [25.4920, 36.8660, 48.8200], [25.4870, 35.9610, 50.5780], [16.3310, 34.6160, 44.0430], [17.9170, 34.7840, 43.7350], [18.4250, 35.8810, 43.3500], [18.8100, 33.5780, 44.0680], [15.8960, 35.7160, 44.2280], [16.0520, 33.9450, 44.8260], [15.8110, 34.3410, 43.0300], [19.1680, 33.3670, 45.1440], [19.7340, 33.6970, 43.4560], [18.4990, 32.5540, 43.8360], [18.7990, 30.7140, 47.0110], [20.3210, 30.8410, 47.2420], [21.0450, 29.8450, 47.2860], [20.8560, 32.2520, 47.2820], [18.1700, 30.8790, 48.0010], [18.6530, 29.7060, 46.9050], [18.5780, 31.3330, 46.1880], [20.0380, 32.8970, 48.0260], [21.2310, 32.6880, 46.4020], [21.6850, 32.3540, 47.8180], [21.6590, 28.1950, 44.0660], [21.0090, 26.8980, 44.2060], [21.6120, 25.7430, 43.9270], [19.5640, 26.8710, 44.8720], [22.5160, 28.2080, 43.2430], [21.9780, 28.5240, 44.8650], [20.9080, 28.8140, 43.5130], [19.3260, 25.8270, 44.8320], [19.0670, 27.4820, 44.3530], [19.4780, 27.1720, 45.8810], [16.4790, 26.7060, 47.5190], [16.2920, 27.6420, 48.7470], [15.6630, 28.7340, 48.6700], [16.7950, 27.1000, 49.9890], [15.4860, 26.3480, 47.1730], [17.0690, 25.7750, 47.8560], [17.1020, 27.1400, 46.9240], [16.1630, 26.2520, 50.4050], [17.0030, 27.8410, 50.5900], [17.8220, 26.8680, 49.9790], [17.6170, 31.6860, 50.7590], [19.0940, 31.9070, 50.8180], [19.6700, 32.9930, 50.5930], [19.9820, 30.6350, 50.9540], [17.4680, 31.0200, 51.6680], [17.3860, 31.1410, 49.9000], [17.2490, 32.6900, 51.1350], [20.9100, 31.0470, 50.7910], [19.7210, 29.9440, 50.0070], [19.8820, 30.0270, 52.0370]], "total_energy_ha": -2159.95520, "charge": 0, "smiles": "CCOC(C)=O.CCOC(C)=O.CC(C)=O.CC(C)=O.CC(C)=O.CC(C)=O.CC(C)=O.CC(C)=O.CC(C)=O.CC(C)=O", "homo_lumo_gap_ha": 0.3557, "relative_energy_kcal_mol": 272.8, "fmax_ev_per_a": 17.52}

{"formula": "C4H5ErO4", "method": "ωB97M-V with the def2-TZVPD basis set", "species": ["O", "C", "O", "O", "C", "C", "O", "C", "Er", "H", "H", "H", "H", "H"], "xyz": [[-0.3423, -0.0163, 3.0266], [-0.8923, 1.0012, 2.6622], [-1.3154, 2.0707, 2.8775], [-0.8252, 0.1403, 0.5639], [-0.6659, 0.8238, -0.6105], [0.5226, 0.5295, -1.4544], [1.2242, -0.4933, -1.5161], [1.0505, -1.7648, -0.7475], [0.1914, -1.6360, 1.4299], [-0.5876, 1.9182, -0.4313], [-1.5203, 0.7087, -1.3156], [0.7551, 1.2720, -2.2300], [2.0415, -2.2207, -0.8612], [0.3636, -2.3333, -1.3935]], "spin_multiplicity": 4, "total_energy_ha": -1470.70483, "charge": 2, "homo_lumo_gap_ha": [0.3155, 0.3204], "fmax_ev_per_a": 4.60, "s_squared": 3.753}